DFT (ωB97M-V/def2-TZVPD) results for a 11-piece molecular cluster, C39H94ClN10O11 overall in a non-equilibrium geometry.

**Frontier orbital gap**: 8.292 eV
**Total charge**: -1
**Energy above the lowest of the compared OMol25 structures with the same formula, charge and spin**: 0.0 kcal per mole
**Total energy**: -3377.53196 a.u.
**Spin multiplicity**: 1

Last column: Mulliken charge in e.
Positions of all 155 atoms, in Å:
Cl 3.9419 -0.2413 -8.7382  -0.09
O 4.6286 0.3109 -9.8842  -0.01
O 4.2259 -1.6471 -8.6372  -0.25
O 4.3882 0.3664 -7.5001  -0.08
O 2.5222 -0.0264 -8.8499  -0.65
C 7.6239 2.6654 -10.1550  0.69
C 8.7790 2.9258 -9.1628  -0.76
N 9.0406 1.7637 -8.2899  0.30
C 7.8268 1.1504 -7.7915  1.82
C 8.0007 -0.1902 -7.0437  -1.56
C 9.9052 2.2003 -7.1836  -0.14
C 11.2937 2.6373 -7.7316  -1.60
H 7.7600 1.7379 -10.7018  0.14
H 7.6291 3.5292 -10.8288  -0.24
H 6.6548 2.7365 -9.6679  -0.50
H 9.6577 3.1014 -9.7851  0.43
H 8.5992 3.8508 -8.5980  0.35
H 7.1919 1.8188 -7.1911  -0.93
H 7.1631 0.8422 -8.6018  -0.57
H 8.5384 -0.9426 -7.6251  0.39
H 8.5599 0.0550 -6.1369  0.39
H 7.0795 -0.7053 -6.7752  0.04
H 10.0928 1.3164 -6.5795  0.45
H 9.4985 3.0512 -6.6253  0.20
H 11.6358 1.9483 -8.5046  0.37
H 11.9873 2.4662 -6.9044  0.48
H 11.3265 3.6622 -8.0887  0.31
C 8.2918 3.3362 -3.3173  -1.42
C 6.8136 3.5988 -3.5688  0.19
N 5.9970 2.4075 -3.3700  0.23
C 6.1074 1.4878 -4.4999  1.73
C 5.7269 0.0733 -4.1072  -1.69
C 4.5855 2.7122 -3.0571  -1.16
C 3.8901 3.5480 -4.1274  -0.04
H 8.8295 4.1728 -3.7735  0.40
H 8.6480 2.3792 -3.7041  0.24
H 8.5990 3.3088 -2.2689  0.37
H 6.5583 4.3434 -2.8102  0.52
H 6.7217 3.9976 -4.5874  -0.20
H 7.0985 1.4801 -4.9467  -0.36
H 5.4076 1.8218 -5.2807  -0.85
H 4.8088 -0.0431 -3.5258  0.35
H 6.4973 -0.3969 -3.4902  0.36
H 5.5601 -0.5908 -4.9585  0.09
H 4.0666 1.7637 -2.9345  0.55
H 4.6314 3.2572 -2.1141  0.26
H 3.1418 4.2280 -3.7166  0.59
H 4.5726 4.2332 -4.6383  0.29
H 3.4763 2.9597 -4.9470  -0.52
C 0.7361 5.5051 -12.6540  -1.09
C -0.4559 4.6306 -12.1789  -0.38
N -0.6051 4.7222 -10.7311  0.38
C 0.5560 4.3312 -9.9411  -1.89
C 0.9694 2.8635 -10.0123  0.86
C -1.8553 4.0936 -10.3283  -0.38
C -2.1905 4.2575 -8.8599  -1.25
H 1.6927 5.1169 -12.3153  -0.02
H 0.5019 6.4656 -12.1976  0.33
H 0.7421 5.5711 -13.7412  0.44
H -1.3297 5.0990 -12.6402  0.44
H -0.4430 3.5823 -12.5116  0.29
H 1.3665 5.0082 -10.2069  0.38
H 0.3638 4.5500 -8.8882  0.22
H 0.1736 2.1834 -9.6990  0.13
H 1.1886 2.5565 -11.0389  0.01
H 1.8243 2.7328 -9.3495  -0.11
H -2.0085 3.0586 -10.6948  0.24
H -2.6265 4.5403 -10.9750  0.53
H -1.9293 5.2691 -8.5499  0.31
H -1.5987 3.5663 -8.2568  0.13
H -3.2484 4.0524 -8.6996  0.44
C 1.2450 1.8365 -6.1795  0.05
O 0.6688 2.8828 -6.4303  -0.74
N 1.2638 1.2333 -4.9762  0.27
C 1.8232 -0.0778 -4.7272  -0.45
C 0.6632 1.8875 -3.8156  -1.13
H 1.8465 1.2989 -6.9337  0.57
H 2.3180 -0.4874 -5.6050  -0.12
H 1.0659 -0.7508 -4.3223  0.34
H 2.5957 0.0537 -3.9620  0.28
H 1.4106 1.8522 -3.0227  0.36
H 0.1835 2.8454 -3.9803  0.25
H -0.1954 1.3003 -3.4585  0.37
C 7.3238 -4.6832 -7.0621  0.18
O 8.3395 -5.0057 -6.4634  -0.66
N 6.9728 -5.1700 -8.2616  0.15
C 5.8518 -4.6465 -8.9944  -0.49
C 7.8029 -6.1147 -8.9886  -0.94
H 6.5809 -3.9726 -6.6682  0.34
H 6.2260 -4.2350 -9.9389  0.24
H 5.2667 -3.8718 -8.5011  -0.15
H 5.0949 -5.3820 -9.2907  0.38
H 8.3066 -5.5653 -9.7900  0.29
H 8.5354 -6.6785 -8.4245  0.31
H 7.0892 -6.8221 -9.4208  0.33
C 2.8532 5.4353 -7.2520  0.46
O 2.3136 6.5156 -7.3828  -0.70
N 4.1915 5.2465 -7.4127  0.29
C 5.0868 6.3344 -7.7173  -1.02
C 4.8061 3.9392 -7.4870  0.19
H 2.3527 4.4782 -7.0246  0.25
H 5.4791 6.1888 -8.7309  0.29
H 5.9440 6.3305 -7.0365  0.27
H 4.6660 7.3346 -7.6766  0.35
H 5.7136 3.8810 -6.8799  -0.04
H 4.1325 3.1847 -7.0807  -0.63
H 5.0948 3.6341 -8.4943  -0.02
C 5.8927 -1.2531 -12.4509  0.38
O 5.5761 -1.1568 -13.6108  -0.62
N 7.1816 -1.4458 -12.0446  0.28
C 7.5232 -1.6350 -10.6524  -0.88
C 8.2620 -1.6117 -12.9746  -1.21
H 5.1903 -1.1639 -11.6144  0.21
H 6.6823 -1.6056 -9.9593  -0.14
H 8.2041 -0.8504 -10.2974  0.48
H 8.0727 -2.5708 -10.5004  0.46
H 9.1970 -1.1787 -12.6103  0.38
H 8.4533 -2.6617 -13.2164  0.35
H 8.0650 -1.0826 -13.9066  0.32
C 5.7013 2.4411 -14.4533  -0.12
O 5.0012 1.4466 -14.5210  -0.43
N 5.7954 3.1889 -13.3380  0.52
C 6.4250 4.4939 -13.3541  -0.89
C 4.9859 2.8429 -12.1641  -0.16
H 6.3569 2.7749 -15.2813  0.27
H 7.1655 4.5664 -12.5550  0.23
H 5.7393 5.3432 -13.3545  0.27
H 7.0158 4.5771 -14.2702  0.33
H 4.0108 3.3085 -12.3414  0.36
H 4.8947 1.7701 -12.0455  -0.45
H 5.3630 3.3231 -11.2614  0.10
C 2.1808 0.3278 -12.1662  0.73
O 2.7721 0.2695 -13.2137  -0.65
N 0.8813 -0.0633 -12.0055  0.41
C 0.0976 -0.6381 -13.0837  -1.14
C 0.2889 -0.2885 -10.7155  -0.30
H 2.5953 0.5927 -11.1790  0.02
H 0.5296 -0.4467 -14.0595  0.34
H -0.9262 -0.2618 -13.0122  0.31
H -0.0063 -1.7190 -12.9394  0.30
H -0.6653 0.2374 -10.6105  0.43
H 0.0748 -1.3426 -10.5072  0.54
H 0.9121 0.0044 -9.8674  -1.35
C 1.3407 -4.2736 -8.7082  0.30
O 1.1759 -5.1646 -9.5213  -0.65
N 0.5032 -3.2387 -8.5042  0.20
C 0.7347 -2.1601 -7.5733  -0.24
C -0.6523 -3.0832 -9.3657  -0.98
H 2.1959 -4.2784 -8.0102  0.23
H -0.0956 -2.0007 -6.8823  0.28
H 0.9329 -1.2091 -8.0728  -0.20
H 1.6166 -2.3945 -6.9753  0.19
H -1.5671 -3.3612 -8.8323  0.37
H -0.7429 -2.0602 -9.7281  0.80
H -0.5876 -3.7601 -10.2140  0.34

DFT (ωB97M-V/def2-TZVPD) results for a 2-piece molecular cluster, C5H7INO3S overall in a non-equilibrium geometry.

**Frontier orbital gap**: 7.313 eV
**Total charge**: -1
**Energy above the lowest of the compared OMol25 structures with the same formula, charge and spin**: 0.0 kcal per mole
**Total energy**: -1171.13818 a.u.
**Spin multiplicity**: 1

Last column: natural (NBO) charge in e.
Positions of all 18 atoms, in Å:
C 1.3048 -0.0902 0.2275  0.59
C -1.3586 -0.4975 -1.6333  0.76
C 0.3013 1.9602 1.2154  -0.39
C 0.1748 -0.8142 -1.7385  -0.37
C 1.3169 1.1094 1.0773  -0.19
N 0.8104 0.1508 -0.9872  -0.57
O -1.6908 0.1476 -0.6387  -0.80
O 1.7326 -1.1755 0.6317  -0.64
O -2.0468 -1.1458 -2.4785  -0.76
S -1.6461 -1.3482 1.9985  -0.40
I 3.0346 1.1247 2.3249  0.11
H -0.4164 -1.2143 1.4590  0.16
H -0.6154 1.8063 0.7755  0.25
H 0.2783 2.6143 2.0888  0.21
H 0.3845 -0.8033 -2.8582  0.20
H 0.2443 -1.8722 -1.3608  0.24
H 0.3553 1.0276 -0.9217  0.40
H -2.1637 -0.9796 0.8184  0.21

> energy above the lowest of the compared OMol25 structures with the same formula, charge and spin of number 1 (C39H94ClN10O11)?

0.0 kcal per mole

> Which of these has the highest frontier orbital gap?

C39H94ClN10O11